The following is a quantum chemistry calculation of a molecular structure, F2HNO5RbS2 at a distorted geometry, from the OMol25 dataset.

Geometry (Å):
Rb  7.2953  9.9307  -33.0134
N  5.9145  8.3698  -30.8857
S  5.6854  7.9991  -29.4054
O  5.0638  6.6481  -29.2233
O  5.4729  8.9541  -28.2902
F  7.2799  7.6539  -29.3000
S  4.5322  9.3910  -30.8180
O  4.8349  10.7834  -30.7291
O  3.1925  8.8496  -30.2624
F  4.1943  9.4375  -32.3937
O  7.9908  7.5757  -34.6319
H  8.3275  8.4890  -34.7162

Computed properties:
E_LUMO = 1.6 eV
total charge = -1
relative energy (zero: lowest compared OMol25 entry of this formula, charge and spin) = 69.2 kcal/mol
HOMO level = -0.1512 hartree

Atom charges from the Mulliken analysis, given in e for atoms 1 to 5: number 1, Rb, carries 0.924; number 2, N, carries -0.191; number 3, S, carries 0.989; number 4, O, carries -0.596; number 5, O, carries -0.548